[1]
Entry from the OMol25 dataset: C33H47AsF2N6S2Si3Tl as an isolated structure (ωB97M-V/def2-TZVPD).

```
95
Properties=species:S:1:pos:R:3:mulliken_charge:R:1
Tl 0.1568 0.1920 -0.0055 0.3856
C -2.5855 -0.0206 -1.8423 -1.0820
C -3.2879 0.0242 -0.5239 0.6449
C -4.6924 0.0477 -0.4776 -0.7222
C -5.3142 0.1663 0.7343 -1.1076
C -4.5439 0.2272 1.9117 1.3534
C -5.1446 0.3348 3.1749 -0.8811
C -4.3618 0.2961 4.3041 -0.5992
C -2.9852 0.1885 4.1988 -0.6709
C -2.3334 0.1294 2.9683 0.7768
S -0.6267 0.0308 2.9808 -0.3422
C -3.1233 0.1442 1.7729 -1.3632
N -2.5438 0.0660 0.5622 0.9072
H -3.2789 -0.2201 -2.6576 0.5738
H -1.8052 -0.7847 -1.8216 -0.3592
H -2.0966 0.9406 -2.0066 0.1356
H -5.2585 -0.0244 -1.3966 0.4832
H -6.3942 0.2090 0.8072 0.3602
H -6.2196 0.4295 3.2408 0.3419
H -4.8181 0.3485 5.2843 0.3662
H -2.3723 0.1578 5.0886 0.4580
F -0.6230 5.9732 0.7894 -0.3706
C -0.4134 4.9985 -0.1536 0.3243
C -0.6195 3.6724 0.1589 -0.8948
C -0.4188 2.6405 -0.7698 -0.4555
C -0.0211 3.0583 -2.0685 0.3517
C 0.2189 4.4026 -2.3367 0.6412
F 0.6943 4.8117 -3.5591 -0.3909
C 0.0344 5.3996 -1.3986 -0.8506
C 0.1269 2.0331 -3.1110 0.2062
C -0.1680 2.2620 -4.4624 -0.9504
C -0.0341 1.2249 -5.3667 -0.5531
C 0.3730 -0.0240 -4.9180 -0.7783
C 0.6136 -0.1659 -3.5620 -0.1235
N 0.5054 0.8227 -2.6985 0.2414
H -0.9716 3.4237 1.1515 0.6654
H 0.2392 6.4338 -1.6286 0.4886
H -0.5030 3.2305 -4.8002 0.4746
H -0.2378 1.3900 -6.4173 0.3959
H 0.4864 -0.8567 -5.5978 0.4457
H 0.9155 -1.1159 -3.1388 0.2934
C 3.1339 3.6497 3.6824 -1.1737
C 3.7297 2.7587 2.6653 0.9293
N 4.9963 2.6106 2.4415 -0.9015
N 5.0801 1.6892 1.4481 0.2394
C 3.8593 1.2603 1.0299 0.0128
S 3.5648 0.1521 -0.1403 -0.4293
N 2.9825 1.9663 1.8303 0.2591
N 1.6156 1.8510 1.7832 -0.0528
H 3.9331 4.1447 4.2234 0.3646
H 2.5265 3.0690 4.3748 0.2631
H 2.4968 4.3951 3.2097 0.2563
H 5.9689 1.3973 1.0806 0.1642
H 1.1533 2.7548 1.7679 -0.0010
H 1.2164 1.2678 2.5276 0.0628
C -1.8353 -6.3688 -1.5622 -1.0653
Si -1.7431 -4.4471 -1.4989 0.3748
C -3.4737 -3.8098 -0.9710 -0.8136
C -1.4149 -3.8087 -3.2818 -0.9423
As -0.2416 -3.2961 -0.0997 0.4372
Si -0.6028 -4.3001 2.0096 0.3446
C -2.2154 -3.6045 2.7635 -0.5487
C 0.7680 -3.6949 3.1975 -0.9606
C -0.6815 -6.2260 2.0568 -1.0880
Si 1.9164 -4.0814 -0.7068 0.3571
C 2.0157 -5.9598 -1.1262 -1.0109
C 2.5920 -3.1593 -2.2487 -0.7766
C 3.2243 -3.6528 0.6244 -0.8701
H -2.6110 -6.7317 -2.2305 0.3685
H -2.0430 -6.7669 -0.5744 0.2678
H -0.8922 -6.7936 -1.8902 0.2422
H -4.2747 -4.0719 -1.6561 0.4373
H -3.4494 -2.7263 -0.8850 -0.0042
H -3.7387 -4.2005 0.0077 0.2634
H -2.0294 -4.2791 -4.0433 0.4416
H -0.3745 -3.9690 -3.5523 0.2303
H -1.6014 -2.7395 -3.3272 0.1155
H -2.0845 -2.5352 2.9047 -0.2370
H -2.4486 -4.0343 3.7342 0.4507
H -3.0846 -3.7428 2.1279 0.2287
H 0.9901 -2.6582 2.9543 0.0777
H 1.6888 -4.2651 3.1286 0.3370
H 0.4441 -3.7174 4.2340 0.4255
H -1.6145 -6.5869 1.6340 0.2899
H -0.6086 -6.6213 3.0653 0.3995
H 0.1285 -6.6591 1.4777 0.1856
H 1.4559 -6.1747 -2.0318 0.2496
H 1.5912 -6.5632 -0.3299 0.2075
H 3.0348 -6.2984 -1.2856 0.3795
H 1.9044 -3.1815 -3.0899 0.2423
H 3.5373 -3.5747 -2.5894 0.4385
H 2.7763 -2.1196 -1.9924 -0.0019
H 3.1628 -4.2758 1.5101 0.2937
H 3.0809 -2.6200 0.9297 0.0464
H 4.2359 -3.7314 0.2350 0.3743
```

## Properties
F_max   1.31 eV/Å
Energy   -160199.595 eV
Charge   -1
Energy above the lowest of the compared OMol25 structures with the same formula, charge and spin   25.9 kcal/mol

[2]
Entry from the OMol25 dataset: a 8-piece molecular cluster, C33H47Cl21F4IN2O2 overall (ωB97M-V/def2-TZVPD).

```
110
Properties=species:S:1:pos:R:3:mulliken_charge:R:1
C 2.9044 -1.8294 4.7363 -1.3964
C 2.0733 -2.2306 3.4305 0.1294
C 2.0147 -1.0017 2.4518 1.6407
F 3.1260 -0.1800 2.7794 -0.5199
C 0.6954 -0.1099 2.6050 -0.4815
C -0.0470 -0.3232 3.9795 -1.4518
C -1.2205 -1.3859 3.9666 -0.2856
C -1.0849 -2.5017 5.1186 -0.9888
I -3.0785 -0.3424 4.5101 0.1898
N -0.1596 -0.1296 1.3771 1.3568
C -1.3930 0.7407 1.4068 -0.1820
C -2.6386 -0.1284 0.9566 -0.7067
O -2.5303 -0.5713 -0.3859 -0.3054
C -4.0307 0.6752 1.0740 0.4360
F -3.9468 1.9179 1.6333 -0.0511
F -4.4988 0.8651 -0.2062 -0.2736
F -4.9534 -0.1263 1.6819 -0.2361
C 0.5906 0.3110 0.1292 -2.0125
C 1.9012 -0.5027 -0.1755 2.4029
C 1.9183 -1.3448 -1.5057 -0.8097
C 1.0901 -0.8332 -2.7020 -0.4885
C -0.3277 -1.2621 -2.7613 -0.0970
C -1.2243 -0.8870 -3.8325 -0.9998
C -0.7679 -0.0443 -4.9523 0.4969
C -1.7441 0.3782 -6.0881 -1.2648
C 0.6452 0.3657 -4.9085 -1.1171
C 1.5455 -0.0163 -3.8113 0.1783
N 3.0415 0.4769 -0.0520 -0.5601
C 3.2764 1.1646 -1.1204 0.4873
C 4.5831 0.7858 -1.9323 -1.2554
C 2.4564 2.3788 -1.6641 -0.8076
C 2.2303 -1.5741 0.9899 -1.5463
C 3.6837 -2.1460 0.7578 -0.8170
C 3.7119 -3.7254 0.6546 -0.5299
O 2.6513 -4.2627 -0.1425 -0.4558
H 2.6257 -0.8263 5.1357 0.2991
H 2.7058 -2.5706 5.5506 0.3872
H 4.0028 -1.7806 4.5149 0.3704
H 2.6640 -3.0896 3.0072 -0.1060
H 1.0806 -2.6757 3.6852 0.0873
H 1.0969 0.9454 2.6524 0.1490
H -0.5205 0.6668 4.2267 0.3811
H 0.6122 -0.5529 4.8439 0.4372
H -1.3226 -1.9566 3.0138 0.1275
H -0.0079 -2.5170 5.4443 0.2610
H -1.3102 -3.5110 4.6789 0.2905
H -1.7131 -2.2814 6.0070 0.4308
H -0.4438 -1.1057 1.2197 0.7614
H -1.6206 1.2314 2.3772 -0.1197
H -1.3636 1.5768 0.6563 0.3321
H -2.7719 -1.0403 1.5957 0.5040
H -2.9222 -1.4544 -0.4348 0.3920
H -0.1774 0.3517 -0.6801 0.4363
H 0.8713 1.3786 0.3363 0.2443
H 2.9581 -1.5447 -1.8782 0.4788
H 1.5145 -2.3650 -1.2472 0.6716
H -0.7188 -1.8933 -1.9258 0.2639
H -2.2985 -1.2413 -3.8442 0.5719
H -2.5123 -0.4043 -6.3097 0.2760
H -1.2202 0.7376 -7.0065 0.3648
H -2.3168 1.2619 -5.6863 0.2843
H 0.9881 0.9813 -5.7746 0.3657
H 2.6007 0.3152 -3.8590 0.4249
H 4.8350 -0.2931 -1.8529 0.2671
H 4.5779 1.1900 -2.9720 0.3776
H 5.4158 1.3369 -1.3994 0.3889
H 2.7999 2.5595 -2.7191 0.3506
H 2.7596 3.2947 -1.0925 0.3177
H 1.3491 2.2388 -1.6510 0.1696
H 1.4361 -2.3719 0.8635 0.7068
H 4.1761 -1.7600 -0.1581 0.0403
H 4.3800 -1.8977 1.6064 0.3328
H 4.6774 -3.9720 0.1220 0.3093
H 3.7232 -4.2371 1.6455 0.4388
H 2.9846 -4.9643 -0.7195 0.2967
C -6.9945 -1.0999 5.0025 0.5357
Cl -7.1003 0.6208 5.3988 -0.1184
Cl -7.2377 -2.0870 6.4467 -0.1219
Cl -8.1695 -1.5236 3.7535 -0.1275
H -6.0006 -1.3003 4.6165 -0.2255
C -0.4216 4.7149 2.7235 0.4672
Cl -0.7846 3.4110 3.8691 -0.0645
Cl 0.9761 5.6364 3.2813 -0.1332
Cl -0.1490 4.1339 1.0782 -0.0065
H -1.2781 5.3763 2.6973 -0.1931
C -4.3735 5.0989 3.0078 -0.1936
Cl -3.9517 3.5992 3.8526 -0.0480
Cl -3.3249 6.4278 3.5236 -0.1276
Cl -4.2794 4.8843 1.2567 -0.0926
H -5.3954 5.3570 3.2644 0.4185
C -1.0298 5.7245 -7.7152 0.0020
Cl -0.0098 5.1323 -6.3961 -0.0678
Cl -0.6544 4.8780 -9.2196 -0.1198
Cl -2.7394 5.5447 -7.3092 -0.1212
H -0.8232 6.7798 -7.8573 0.3112
C 5.2652 -7.0372 0.0855 0.1327
Cl 6.1317 -8.5341 0.4311 -0.1179
Cl 4.5048 -7.1096 -1.5108 -0.1386
Cl 4.0544 -6.7127 1.3313 -0.0840
H 5.9806 -6.2213 0.0848 0.2508
C -4.0519 -4.1438 -5.1214 -0.0368
Cl -3.7097 -5.6107 -4.1977 -0.1265
Cl -2.9296 -2.8463 -4.6670 -0.0467
Cl -3.9609 -4.4640 -6.8553 -0.1216
H -5.0606 -3.8205 -4.8866 0.2807
C 0.7079 7.0755 -1.9991 -0.0668
Cl -0.9576 6.8597 -1.4480 -0.1092
Cl 1.8439 6.4157 -0.8126 -0.0982
Cl 0.9326 6.3405 -3.5882 -0.0793
H 0.9020 8.1387 -2.0913 0.3468
```

## Properties
F_max   3.16 eV/Å
Energy   -323988.749 eV
Charge   +1